A 2-piece molecular cluster, C11H21BBrNOP overall. Source: OMol25; level of theory: ωB97M-V with the def2-TZVPD basis set.

The geometry in XYZ format:
```
37
C11H21BBrNOP | OMol25 | ωB97M-V with the def2-TZVPD basis set
O 7.23241 -2.96454 -0.70162
P 5.74314 -2.80316 -0.65479
B 4.87039 -1.47003 -1.78183
Br 5.70680 0.32745 -1.38660
C 3.28739 -1.56276 -1.41441
C 2.56948 -2.65378 -1.93057
C 1.23478 -2.82352 -1.60589
C 0.65463 -1.87628 -0.77363
C 1.42159 -0.83164 -0.29685
N 2.71203 -0.66808 -0.59771
H 5.28043 -2.57456 0.67256
H 5.07548 -4.02742 -0.96056
H 5.04534 -1.81145 -2.92629
H 3.06644 -3.34203 -2.59330
H 0.65714 -3.64500 -1.99932
H -0.38689 -1.95057 -0.49364
H 0.97204 -0.09563 0.35368
C -0.96722 3.06684 1.93736
C -2.23751 2.32270 2.34102
C -2.34917 0.93234 1.71737
C -2.40315 0.91611 0.18915
C -3.54326 1.72579 -0.42569
C -4.92924 1.22360 -0.02917
H -0.92304 3.23655 0.86103
H -0.91673 4.04166 2.42508
H -0.07853 2.50195 2.22386
H -3.11318 2.92427 2.07984
H -2.25636 2.21699 3.42920
H -3.23364 0.43106 2.12195
H -1.49240 0.33167 2.03768
H -2.48805 -0.12332 -0.14253
H -1.45348 1.27725 -0.21346
H -3.44953 1.68302 -1.51374
H -3.44610 2.78075 -0.15484
H -5.06299 0.18182 -0.32795
H -5.70967 1.81314 -0.51350
H -5.08933 1.28883 1.04810
```

Results
HOMO level: -4.7 eV
Net charge: -1
Frontier orbital gap: 7.29 eV
2S+1: 1
LUMO level: 2.562 eV


C11H21Br10Cl3 as an isolated structure in a non-equilibrium geometry. Source: OMol25; level of theory: ωB97M-V with the def2-TZVPD basis set.

The geometry in XYZ format:
```
45
C11H21Br10Cl3 | OMol25 | ωB97M-V with the def2-TZVPD basis set
Br -2.59145 -1.42902 0.57111
C -2.14664 -1.96809 -1.31139
C -1.33363 -0.89111 -2.09475
Br -2.68002 0.50201 -2.42133
H -3.10956 -2.06724 -1.81245
H -1.73242 -2.97147 -1.21258
H -0.89878 -1.28109 -3.01504
H -0.51179 -0.58951 -1.44536
Br 3.81117 2.70095 -3.12878
C 4.23545 2.35969 -1.16773
C 3.89471 0.89831 -0.84396
Br 5.25373 -0.30878 -1.61335
H 3.55554 3.02543 -0.63611
H 5.29631 2.56276 -1.02135
H 2.93812 0.48856 -1.16820
H 3.75386 0.65830 0.20992
Br 0.85100 -1.89251 -2.99143
C 1.70456 -3.07022 -1.62869
C 2.62639 -2.09082 -0.73877
Br 3.67378 -3.30578 0.37526
H 2.37579 -3.78188 -2.10940
H 0.94998 -3.41816 -0.92325
H 2.18836 -1.29754 -0.13300
H 3.30280 -1.65291 -1.47280
Br -4.87701 0.31891 1.88738
C -3.96949 1.80154 0.85022
C -2.54066 1.46943 0.41503
Br -1.67749 3.05029 -0.66195
H -3.79668 2.69190 1.45478
H -4.64435 2.16312 0.07437
H -2.62731 0.69463 -0.34673
H -1.95378 1.26508 1.31053
Br -3.36467 -0.63287 5.07957
C -2.35743 -0.52864 3.32820
C -0.93925 0.21323 3.39727
Br -0.32792 -0.00377 1.55737
H -3.04803 -0.12116 2.58987
H -2.28009 -1.59914 3.13811
H -0.18892 -0.28299 4.01281
H -0.96770 1.24517 3.74713
C 0.73895 1.38339 0.03270
Cl 0.23644 1.17530 -1.67711
Cl 1.48371 2.95618 0.40886
Cl 1.86504 0.16599 0.50181
H -0.17065 1.39452 0.63321
```

Results
HOMO level: -8.8 eV
Energy relative to the best compared isomer or geometry (same formula, charge and spin): 13.6590 eV
Frontier orbital gap: 8.68 eV
2S+1: 1
LUMO level: -0.125 eV